DFT (ωB97M-V/def2-TZVPD) results for a 2-piece molecular cluster, C2H3OPS2 overall.

Values from the calculation:
* Kohn-Sham gap (alpha / beta): 0.253 / 0.258 Eh
* LUMO energy (alpha / beta): -0.9 / -0.9 eV
* spin multiplicity: 1
* energy relative to the best compared isomer or geometry (same formula, charge and spin): 387.14 kJ/mol

```
9
Properties=species:S:1:pos:R:3:mulliken_charge:R:1
S 2.212 -2.295 -1.226 -0.279
C -1.739 0.885 1.372 -0.342
C -2.078 1.188 -0.362 0.237
H -0.699 0.608 1.142 0.142
O 1.048 -0.174 0.625 -0.311
H 3.563 -2.129 -1.654 0.190
P 2.197 -0.347 -0.237 0.341
H -2.356 0.100 1.844 0.206
S -2.148 2.165 -1.504 -0.184
```